Density functional theory data (ωB97M-V/def2-TZVPD) for a molecular structure, C52H64ClKN2O3P2.

DFT total energy: -4098.117648 hartree
HOMO energy: -6.8 eV
Orbital gap: 7.19 eV
ΔE to the lowest compared entry with this formula, charge and spin: 0.0 kJ/mol

Last column: Mulliken charge in e.
Positions of all 125 atoms, in Å:
1 K 0.69995 -0.68999 0.43065  1.75
2 Cl 4.78199 2.36894 6.46655  -0.27
3 C 3.61801 1.75254 5.31278  0.11
4 C 2.27900 1.58286 5.70853  -0.71
5 C 1.36652 1.11122 4.81432  -0.60
6 C 1.70315 0.76483 3.45786  -0.47
7 O 0.80971 0.32995 2.68446  0.17
8 C 3.08293 0.93813 3.09999  1.33
9 C 3.64025 0.55287 1.82316  -0.72
10 O 3.10752 0.00858 0.87554  -0.54
11 C 3.99915 1.44157 4.04268  -0.96
12 H 1.98586 1.82817 6.72100  0.42
13 H 0.33404 0.97218 5.10297  0.42
14 H 4.72412 0.79305 1.73423  0.15
15 H 5.03310 1.56406 3.74150  0.36
16 C -1.11428 1.89705 -6.53717  -1.67
17 C 0.31391 1.34195 -6.45624  2.05
18 C 1.31552 2.43098 -6.86043  -1.62
19 C 0.43884 0.17823 -7.43967  -2.22
20 C 0.59514 0.91362 -5.02171  0.35
21 C 0.89697 -0.39019 -4.65519  -0.55
22 C 1.11924 -0.68388 -3.31572  -1.00
23 N 1.07164 0.21347 -2.34801  -0.06
24 C 0.80210 1.47555 -2.68521  0.37
25 C 0.55180 1.85073 -3.99601  -0.56
26 C 0.79448 2.47741 -1.57954  -0.99
27 C 1.08873 3.81001 -1.81657  -0.82
28 C 1.09639 4.72760 -0.76993  0.38
29 C 0.81201 4.22842 0.49244  -1.25
30 C 0.54170 2.87417 0.64511  -1.04
31 N 0.52197 2.01634 -0.35919  1.00
32 C 1.42335 6.19020 -1.04197  1.95
33 C 2.82873 6.28555 -1.64924  -1.63
34 C 1.38410 7.03320 0.23302  -2.14
35 C 0.39493 6.75610 -2.03070  -1.56
36 H -1.33292 2.21554 -7.55572  0.51
37 H -1.24798 2.75382 -5.87926  0.31
38 H -1.83588 1.13281 -6.25214  0.31
39 H 1.12596 2.74758 -7.88434  0.46
40 H 2.33614 2.05533 -6.79964  0.38
41 H 1.23823 3.30556 -6.21833  0.32
42 H 0.23164 0.53540 -8.44740  0.43
43 H -0.27636 -0.61022 -7.21075  0.43
44 H 1.44217 -0.24406 -7.43387  0.43
45 H 0.95479 -1.18211 -5.38350  0.54
46 H 1.34820 -1.69506 -3.00954  0.49
47 H 0.29962 2.87823 -4.21200  0.78
48 H 1.34291 4.12907 -2.81602  0.91
49 H 0.81221 4.86258 1.36345  0.56
50 H 0.34850 2.45503 1.62239  0.48
51 H 3.56932 5.87656 -0.96385  0.36
52 H 3.07752 7.32812 -1.84442  0.45
53 H 2.89755 5.74001 -2.58771  0.33
54 H 2.11556 6.68642 0.96074  0.40
55 H 0.39646 7.01449 0.69177  0.39
56 H 1.62133 8.06764 -0.01206  0.45
57 H 0.40812 6.21631 -2.97563  0.32
58 H 0.61397 7.80229 -2.23697  0.44
59 H -0.61032 6.69070 -1.61594  0.37
60 O 0.55053 -3.24281 0.54384  -0.70
61 P 0.80574 -4.13176 1.70890  1.11
62 C 2.27600 -3.70127 2.67385  0.42
63 C 3.46872 -4.40120 2.55808  -0.51
64 C 4.58220 -3.98667 3.27132  -0.77
65 C 4.50338 -2.87643 4.09724  -0.68
66 C 3.31464 -2.16767 4.20745  -0.85
67 C 2.20190 -2.57440 3.49313  -0.34
68 C -0.56238 -4.13337 2.89561  0.93
69 C -0.38220 -4.48642 4.23264  -0.25
70 C -1.47236 -4.54751 5.08259  -0.86
71 C -2.74531 -4.25646 4.60376  -0.64
72 C -2.92556 -3.89967 3.27852  -0.47
73 C -1.83538 -3.83358 2.42452  -0.84
74 C 0.99315 -5.86149 1.21010  0.10
75 C 1.01256 -6.12972 -0.15410  -0.50
76 C 1.14767 -7.43532 -0.60210  -0.64
77 C 1.26523 -8.46772 0.31344  -0.46
78 C 1.24667 -8.20351 1.67620  -0.71
79 C 1.11002 -6.90314 2.12734  -0.18
80 H 3.52573 -5.27112 1.91290  0.40
81 H 5.51242 -4.53002 3.18550  0.41
82 H 5.36832 -2.55085 4.65786  0.43
83 H 3.25546 -1.29320 4.83840  0.49
84 H 1.28274 -2.00571 3.56481  0.61
85 H 0.60972 -4.68971 4.61560  0.41
86 H -1.33179 -4.81581 6.12077  0.42
87 H -3.59629 -4.30352 5.26797  0.42
88 H -3.91576 -3.66930 2.91122  0.49
89 H -1.95450 -3.54915 1.38611  0.40
90 H 0.91337 -5.30134 -0.84161  0.43
91 H 1.16025 -7.64601 -1.66271  0.41
92 H 1.37022 -9.48626 -0.03399  0.39
93 H 1.33596 -9.01377 2.38710  0.41
94 H 1.08976 -6.68700 3.18629  0.35
95 C -4.40713 -2.24001 0.06859  -1.42
96 C -4.45429 -0.78118 -0.37671  0.72
97 C -5.59266 -0.06291 0.34385  -1.65
98 P -2.72319 -0.07599 -0.29325  0.35
99 C -2.50705 0.86862 1.30365  3.18
100 C -2.62704 -0.11960 2.46650  -1.50
101 C -3.27150 2.16659 1.55411  -1.77
102 C -2.76806 1.21066 -1.65110  1.34
103 C -4.02823 2.04996 -1.84376  -1.85
104 C -2.43463 0.48329 -2.95794  -1.70
105 H -5.35723 -2.73768 -0.12886  0.52
106 H -4.21472 -2.29947 1.14283  -0.04
107 H -3.61569 -2.77834 -0.45065  0.38
108 H -4.64470 -0.76324 -1.45951  0.57
109 H -5.40370 -0.01016 1.41168  0.24
110 H -6.51971 -0.62162 0.20272  0.48
111 H -5.74960 0.94545 -0.02703  0.25
112 H -1.44595 1.13447 1.23791  -1.84
113 H -3.65293 -0.45734 2.61254  0.26
114 H -2.28973 0.34921 3.38893  0.46
115 H -1.99996 -0.99608 2.30590  0.12
116 H -4.34950 2.01824 1.56877  0.23
117 H -3.03088 2.92660 0.81097  0.34
118 H -2.97472 2.56299 2.52775  0.52
119 H -1.92744 1.87122 -1.41086  -0.44
120 H -4.84966 1.43244 -2.20855  0.31
121 H -3.83711 2.81510 -2.59772  0.46
122 H -4.35475 2.55050 -0.93390  0.35
123 H -3.21306 -0.23866 -3.20825  0.38
124 H -1.48837 -0.05316 -2.88117  0.27
125 H -2.36698 1.19545 -3.77951  0.51


Density functional theory data (ωB97M-V/def2-TZVPD) for a molecular structure, C24H40As3AuN3O8S5Sb in a non-equilibrium geometry.

DFT total energy: -10778.690807 hartree
HOMO energy (spin up / spin down): -7.5 / -7.4 eV
Spin multiplicity: 3
Orbital gap (spin up / spin down): 7.60 / 4.82 eV
⟨S²⟩: 2.024
ΔE to the lowest compared entry with this formula, charge and spin: 107.9 kJ/mol

Last column: Mulliken charge in e.
Positions of all 85 atoms, in Å:
1 Au 2.17598 -0.58156 -2.64893  0.44
2 S 2.93564 -4.75506 -3.42815  -0.36
3 Sb 1.67698 -3.72111 -1.76930  0.91
4 S 3.02451 -1.89611 -0.92986  -0.46
5 S -0.41867 -3.13507 -2.72056  -0.58
6 S 1.48194 -4.87482 0.20324  -0.48
7 C -1.18591 -2.11414 7.91125  -0.72
8 O -1.70109 -1.52913 6.63027  -0.26
9 C -1.12941 -1.95305 5.49625  0.18
10 O -0.10735 -2.64568 5.43510  -0.60
11 C -2.00325 -1.56221 4.32236  0.82
12 C -3.23448 -2.10246 4.19171  0.21
13 As -4.56136 -1.57756 2.81556  0.25
14 C -3.58666 -2.72173 1.39513  -0.96
15 C -3.72288 0.31477 2.35750  0.41
16 C -2.42356 0.49119 2.06298  0.84
17 As -1.07250 -0.90368 2.75272  0.32
18 C 0.10336 0.42662 3.80711  -1.28
19 C -1.85656 1.71877 1.29116  -0.06
20 O -1.54409 1.74820 0.10637  -0.66
21 O -1.54409 2.77487 2.12203  -0.21
22 C -1.57013 4.04890 1.42239  -0.71
23 C -4.80240 1.38011 2.36814  -0.12
24 O -4.92839 2.22282 3.27097  -0.59
25 O -5.59921 1.20997 1.27706  -0.24
26 C -6.81171 2.04746 1.25752  -0.69
27 C -3.87943 -2.97251 5.21714  -0.06
28 O -3.58605 -4.14268 5.43149  -0.58
29 O -4.78658 -2.27233 5.99826  -0.23
30 C -5.83001 -3.08327 6.48549  -0.84
31 H -0.22228 -1.66159 8.16442  0.29
32 H -1.02039 -3.21225 7.67305  0.31
33 H -2.01281 -1.92700 8.56588  0.27
34 H -3.11317 -3.45241 1.99977  0.38
35 H -2.90884 -2.02688 0.86580  0.30
36 H -4.35464 -3.13594 0.73165  0.39
37 H -0.32474 0.66732 4.77638  0.36
38 H 0.40194 1.18016 3.11438  0.51
39 H 1.02354 -0.19126 4.10721  0.35
40 H -1.45257 4.74709 2.25590  0.29
41 H -2.58417 4.40725 1.12042  0.29
42 H -0.83533 4.11171 0.63089  0.27
43 H -6.51771 3.08897 1.03600  0.28
44 H -7.38478 1.99151 2.17924  0.32
45 H -7.42540 1.65188 0.41464  0.23
46 H -6.58877 -3.21328 5.68465  0.28
47 H -6.34421 -2.65114 7.28219  0.30
48 H -5.52108 -4.10643 6.77679  0.35
49 C -0.03194 4.60367 -2.91389  -1.05
50 C -0.83001 3.78355 -3.93571  -0.33
51 C -0.40275 2.35102 -4.03566  0.13
52 N 0.62005 1.86398 -3.41709  -0.26
53 N 0.81437 0.53708 -3.74815  0.02
54 C -0.11677 -0.02935 -4.56155  0.42
55 N 0.00279 -1.31983 -5.00783  -0.36
56 S -1.36610 1.19431 -4.98063  -0.16
57 H -0.54572 5.53487 -2.69932  0.39
58 H 0.92304 4.87819 -3.34946  0.29
59 H 0.03856 3.94999 -2.00231  0.18
60 H -0.88285 4.27125 -4.95765  0.34
61 H -1.87760 3.75932 -3.59222  0.32
62 H 0.04929 -2.05872 -4.16037  -0.15
63 H -0.72157 -1.59088 -5.63604  0.31
64 C 6.04297 0.32352 -1.00646  -1.34
65 C 5.93471 -0.68166 -2.15568  -0.83
66 As 4.53803 -0.10687 -3.42578  0.26
67 C 5.02480 1.63140 -4.28102  -0.60
68 C 6.48178 2.08257 -4.03346  -1.04
69 C 5.09039 -1.51119 -4.77925  -0.44
70 C 4.47657 -1.34550 -6.17319  -1.13
71 H 7.05499 0.52521 -0.76550  0.38
72 H 5.65953 -0.15462 -0.07344  0.29
73 H 5.45867 1.25555 -1.04105  0.37
74 H 5.72594 -1.69677 -1.85059  0.70
75 H 6.84311 -0.66866 -2.78179  0.50
76 H 4.39728 2.43921 -3.98792  0.42
77 H 4.87777 1.45241 -5.35316  0.41
78 H 6.62649 2.25795 -2.94894  0.23
79 H 6.63415 2.99833 -4.63404  0.39
80 H 7.15062 1.23746 -4.33376  0.25
81 H 4.81517 -2.50706 -4.38545  0.26
82 H 6.19062 -1.48553 -4.86032  0.45
83 H 3.39410 -1.15859 -6.22726  0.22
84 H 4.69590 -2.26393 -6.66726  0.41
85 H 4.88637 -0.45892 -6.74845  0.28